[1]
Entry from the OMol25 dataset: a cluster of 3 separate species, C24H49F3N6O5 in total in a non-equilibrium geometry (ωB97M-V/def2-TZVPD).

Summary:
SMILES string: CC(=O)N(C)CCCC[C@H](OCCOC(F)(F)F)[C@@H](N)CC[C@@H](C)CCC=C(C)C.NC(N)=O.NC(N)=O
LUMO level in eV: 0.5
HOMO energy in hartree: -0.2649
Frontier orbital gap in eV: 7.756
E in eV: -53013.95453
Maximum force in eV/A: 1.66

Geometry as XYZ:
```
87
Properties=species:S:1:pos:R:3:lowdin_charge:R:1
C 2.836 -1.854 2.336 0.017
C 3.910 -0.924 1.833 -0.491
O 4.162 0.094 2.460 0.048
N 4.659 -1.228 0.688 -0.083
C 6.081 -0.903 0.924 -0.037
C 4.437 -2.568 0.115 -0.192
C 3.248 -2.588 -0.848 -0.184
C 3.564 -1.852 -2.164 -0.167
C 3.205 -0.342 -2.151 -0.131
C 2.016 -0.054 -3.065 -0.317
O 1.793 1.325 -3.308 -0.101
C 2.864 2.034 -3.903 -0.166
C 3.296 3.172 -3.008 -0.115
O 4.329 2.724 -2.115 0.045
C 4.730 3.623 -1.208 -0.732
F 5.226 4.740 -1.772 0.153
F 3.740 4.015 -0.389 0.160
F 5.685 3.078 -0.465 0.179
C 0.718 -0.588 -2.402 -0.329
N 0.231 0.333 -1.379 0.080
C -0.355 -0.864 -3.481 -0.131
C -1.825 -0.670 -3.105 -0.182
C -2.460 -1.794 -2.267 -0.345
C -2.009 -1.818 -0.809 -0.068
C -4.011 -1.722 -2.446 -0.162
C -4.861 -1.896 -1.176 -0.202
C -5.011 -0.734 -0.224 -0.104
C -5.320 0.557 -0.495 -0.312
C -6.363 1.252 0.360 -0.066
C -4.661 1.418 -1.556 -0.056
H 3.341 -2.710 2.796 0.095
H 2.173 -2.254 1.575 0.070
H 2.267 -1.366 3.118 0.065
H 6.339 -0.973 1.982 0.089
H 6.723 -1.583 0.369 0.080
H 6.285 0.115 0.598 0.081
H 5.312 -2.830 -0.481 0.108
H 4.361 -3.350 0.877 0.115
H 2.997 -3.628 -1.075 0.116
H 2.372 -2.150 -0.371 0.082
H 4.642 -1.942 -2.324 0.105
H 3.095 -2.353 -3.014 0.109
H 3.001 -0.066 -1.116 0.110
H 4.097 0.193 -2.473 0.101
H 2.139 -0.613 -4.004 0.148
H 3.702 1.389 -4.173 0.132
H 2.490 2.479 -4.831 0.131
H 3.586 4.067 -3.562 0.133
H 2.421 3.450 -2.414 0.139
H 0.941 -1.525 -1.889 0.113
H 0.991 0.738 -0.847 0.075
H -0.297 1.090 -1.789 0.073
H -0.100 -0.253 -4.351 0.111
H -0.251 -1.912 -3.777 0.117
H -2.384 -0.654 -4.046 0.114
H -2.017 0.291 -2.627 0.089
H -2.141 -2.743 -2.714 0.127
H -2.501 -2.596 -0.229 0.071
H -2.109 -0.841 -0.337 0.079
H -0.939 -2.036 -0.773 0.060
H -4.299 -2.523 -3.131 0.108
H -4.289 -0.779 -2.915 0.082
H -5.880 -2.110 -1.516 0.109
H -4.547 -2.793 -0.639 0.095
H -4.919 -0.992 0.834 0.102
H -5.950 1.463 1.353 0.046
H -6.631 2.223 -0.054 0.074
H -7.236 0.623 0.509 0.075
H -4.800 2.466 -1.289 0.073
H -3.589 1.231 -1.553 0.057
H -5.057 1.295 -2.569 0.078
C 0.743 -0.256 5.857 -0.684
O 0.377 -0.856 4.863 0.020
N 1.430 0.923 5.787 0.154
N 0.498 -0.718 7.124 0.143
H 1.746 1.430 6.590 0.090
H 1.635 1.279 4.871 0.106
H -0.003 -1.583 7.206 0.099
H 0.792 -0.243 7.954 0.088
C -5.726 2.411 4.225 -0.668
O -6.135 2.635 3.099 0.022
N -5.864 3.311 5.247 0.147
N -5.098 1.242 4.555 0.156
H -5.535 3.146 6.179 0.089
H -6.321 4.177 5.035 0.101
H -4.980 0.563 3.827 0.101
H -4.752 1.037 5.472 0.091
```

---

[2]
Entry from the OMol25 dataset: a cluster of 2 separate species, C5H11NO in total in a non-equilibrium geometry (ωB97M-V/def2-TZVPD).

Summary:
Charge: +1
⟨S²⟩: 0.784
LUMO level (alpha / beta) in eV: -4.2 / -7.2
Energy relative to the best compared isomer or geometry (same formula, charge and spin) in kJ/mol: 153.7
2S+1: 2
HOMO energy (alpha / beta) in hartree: -0.5119 / -0.5445
Frontier orbital gap (alpha / beta) in eV: 9.750 / 7.616
E in eV: -8891.74367
Maximum force in eV/A: 2.03

Geometry as XYZ:
```
18
Properties=species:S:1:pos:R:3:mulliken_spin:R:1
C -1.604 -0.781 1.487 0.008
N -1.236 -1.035 0.087 0.248
C -0.034 -0.743 -0.405 0.093
C 0.910 0.061 0.241 0.322
C 2.237 0.011 -0.284 -0.037
C 3.178 0.957 -0.047 0.305
H -1.303 0.219 1.759 0.004
H -1.284 -1.602 2.127 0.008
H -2.663 -0.877 1.523 0.001
H -1.643 -1.793 -0.448 -0.012
H 0.161 -1.184 -1.375 0.006
H 0.739 0.383 1.256 0.004
H 2.563 -0.908 -0.763 0.013
H 4.178 0.750 -0.404 0.013
H 3.051 1.739 0.689 0.018
H -2.181 0.541 -0.575 0.001
H -1.645 1.865 -1.208 0.001
O -2.431 1.323 -1.082 0.005
```

---

[3]
Entry from the OMol25 dataset: the ion C5H6NO with charge +1 in a non-equilibrium geometry (ωB97M-V/def2-TZVPD).

Summary:
SMILES string: C1=CC2=[N+](C1)OC2
Charge: +1
LUMO level in eV: -5.4
Energy relative to the best compared isomer or geometry (same formula, charge and spin) in kJ/mol: 545.8
HOMO energy in hartree: -0.5358
Frontier orbital gap in eV: 9.188
E in eV: -8807.29408
Maximum force in eV/A: 6.44

Geometry as XYZ:
```
13
Properties=species:S:1:pos:R:3:lowdin_charge:R:1
C 0.119 -0.327 1.377 0.034
C 0.719 0.198 0.192 -0.097
C -1.423 -0.497 -0.457 -0.064
C 1.919 0.889 -0.618 0.172
C -1.209 -0.676 1.035 0.048
N -0.153 0.063 -0.803 -0.005
O 0.809 0.603 -1.745 0.000
H 0.526 -0.217 2.446 0.156
H -1.584 -1.407 -0.945 0.133
H -2.343 0.120 -0.882 0.214
H 1.939 1.885 -0.266 0.116
H 2.823 0.382 -0.918 0.135
H -2.142 -1.018 1.584 0.157
```